No. 1
Density functional theory data (ωB97M-V with the def2-TZVPD basis set) for a cluster of 3 separate species, C14H25BBrCl4F2O4 in total.

Results
Largest force on an atom (hartree/bohr): 0.008
DFT total energy (eV): -149360.4498
Lowest unoccupied orbital energy (eV): 2.1

ORCA input file:
```
! RIJCOSX wB97M-V def2-TZVPD def2/J DEFGRID3
* xyz -1 1
C -1.74785 -1.70078 3.05064
C -1.66613 -1.82179 1.52287
C -1.15503 -3.17259 1.00669
O -0.45502 -3.06356 -0.22039
C 0.94623 -3.28434 -0.23801
C 1.94441 -2.15484 0.08331
Br 1.73798 -1.77955 2.05243
O 3.16833 -2.69025 -0.04548
B 3.71496 -2.38369 -1.41520
O 2.86312 -1.19788 -1.82554
C 1.91478 -0.87024 -0.86513
C 0.59366 -0.62092 -1.64780
C 0.91369 -0.38161 -3.09022
O 0.69820 -1.05406 -4.03459
F 1.45137 0.88053 -3.29045
C 2.34762 0.48182 -0.24551
C 1.38631 1.30615 0.59656
F 3.51164 0.28764 0.48343
H -1.63819 -2.67906 3.52562
H -2.68632 -1.25334 3.37472
H -0.93001 -1.09478 3.43543
H -2.65493 -1.63477 1.09612
H -1.01210 -1.05124 1.10885
H -2.00730 -3.82825 0.79683
H -0.53790 -3.66412 1.76400
H 1.19380 -4.11015 0.43407
H 1.20067 -3.58581 -1.25704
H 3.49518 -3.32355 -2.18444
H 4.89512 -2.08178 -1.33806
H 0.05972 0.25108 -1.27434
H -0.08407 -1.46380 -1.61729
H 2.63154 1.07689 -1.11875
H 0.60049 1.74408 -0.01847
H 1.94673 2.13305 1.03531
H 0.93028 0.73887 1.40182
Cl -1.94465 1.91398 3.41081
C -2.96884 2.78762 4.57304
C -3.17881 2.00816 5.84600
Cl -4.19801 0.56667 5.59372
H -3.91603 3.00587 4.08613
H -2.46248 3.72342 4.80529
H -3.69094 2.63397 6.57507
H -2.23217 1.67201 6.26082
Cl -1.38411 4.90820 -6.58265
C -0.08347 4.24071 -5.55149
C -0.41242 2.87495 -5.01198
Cl -1.74589 2.92459 -3.82664
H 0.08727 4.95138 -4.74745
H 0.80876 4.17780 -6.17137
H 0.45377 2.46723 -4.49727
H -0.70296 2.19005 -5.80404
*
```

No. 2
Density functional theory data (ωB97M-V with the def2-TZVPD basis set) for a structure of composition C14H25BCrN6Si in a non-equilibrium geometry.

Results
Largest force on an atom (hartree/bohr): 0.129
DFT total energy (eV): -60837.7684
Lowest unoccupied orbital energy (alpha / beta) (eV): 0.7 / -2.1
ΔE to the lowest compared entry with this formula, charge and spin (kcal per mole): 79.6

ORCA input file:
```
! RIJCOSX wB97M-V def2-TZVPD def2/J DEFGRID3
* xyz 0 5
H -0.09477 2.67743 1.03302
N 0.28723 1.47006 -0.68365
B 0.91012 0.57173 -2.95572
N 0.79965 1.74100 -1.93972
C 1.06768 3.05354 -2.02932
Cr -0.35534 -0.73158 -0.21257
H 1.48408 3.45691 -2.94506
C 0.73818 3.64648 -0.82628
H 0.83924 4.67252 -0.56813
C 0.24994 2.61868 -0.00017
H 1.29927 0.96641 -4.00929
C -1.04382 -2.31882 0.19880
H -1.41857 -2.31117 1.21229
H -0.17280 -3.01614 0.10765
H -1.85984 -2.59990 -0.45695
N -0.50500 -0.02188 -2.99723
N 1.78539 -0.53799 -2.34851
N -1.15755 -0.55304 -1.84669
N 1.40644 -1.18008 -1.16835
C -1.35630 -0.14145 -4.02716
C 2.95685 -1.04635 -2.74347
H -0.98532 0.16914 -5.01458
H 3.36316 -0.69249 -3.68052
C -2.54120 -0.66853 -3.57952
C 3.38546 -1.96778 -1.81354
C -2.40544 -0.88567 -2.20901
C 2.41015 -2.00893 -0.81228
H -3.42171 -0.87841 -4.19486
H 4.28329 -2.53767 -1.84479
H -3.11828 -1.27825 -1.48079
H 2.36995 -2.53393 0.14517
H -1.58106 -0.09699 0.46800
C -2.08454 0.85227 2.59084
Si -0.42753 0.14417 3.14380
C 0.40644 1.45794 4.21003
C -0.75317 -1.37732 4.20661
C 0.64340 -0.35936 1.67273
H -2.59786 1.28091 3.46237
H -2.72882 0.07227 2.16726
H -1.95846 1.64157 1.83911
H -0.18189 1.67758 5.11210
H 1.40241 1.14102 4.54929
H 0.52513 2.40579 3.66743
H -1.55863 -2.00056 3.79713
H 0.14865 -1.99819 4.29397
H -1.04995 -1.08501 5.22349
H 1.40087 0.41402 1.42998
H 1.19485 -1.30396 1.85709
*
```

No. 3
Density functional theory data (ωB97M-V with the def2-TZVPD basis set) for a structure of composition C14H25BN6PdSi in a non-equilibrium geometry.

Results
Largest force on an atom (hartree/bohr): 0.077
DFT total energy (eV): -35878.7064
Lowest unoccupied orbital energy (alpha / beta) (eV): -8.8 / -11.5

ORCA input file:
```
! RIJCOSX wB97M-V def2-TZVPD def2/J DEFGRID3
* xyz 2 3
C -2.61600 1.47239 -1.32427
N -1.32749 1.27080 -1.00627
N -0.74191 2.50949 -0.83802
C -1.67295 3.46965 -1.07981
C -2.88466 2.85466 -1.39050
B 0.79626 2.71192 -0.51531
N 1.28480 2.24815 0.91905
N 1.34593 0.92609 1.31161
C 1.85609 0.89580 2.55292
C 2.15777 2.20455 2.98109
C 1.78393 3.02407 1.91732
Pd 0.00000 0.00000 0.00000
N 1.59577 1.89492 -1.55884
N 1.41256 0.55201 -1.54729
C 2.18402 0.03002 -2.51464
C 2.88590 1.06331 -3.17057
C 2.48137 2.23565 -2.52973
H 2.19437 -1.04646 -2.68674
H 2.75570 3.27750 -2.69129
H 3.58986 0.97003 -3.99636
H 1.03412 3.89549 -0.61357
H 1.84283 4.10475 1.79250
H -1.40080 4.52280 -1.01972
H 2.59808 2.51007 3.92941
H -3.82765 3.33847 -1.64172
H 1.98178 -0.05880 3.06334
H -3.27223 0.61855 -1.49171
H 0.53662 -2.17447 1.30117
C 0.17836 -2.78771 2.14369
H 0.89962 -2.72730 2.97465
H -0.80180 -2.41305 2.47998
H 0.07928 -3.83597 1.81893
C -4.15788 -2.23937 -0.31984
Si -2.45858 -2.85246 -0.78480
C -2.05637 -4.27480 0.34713
C -2.56366 -3.62766 -2.48517
C -1.30005 -1.36753 -1.02084
H -4.86397 -3.09449 -0.31128
H -4.50002 -1.48593 -1.06064
H -4.11997 -1.78117 0.68917
H -2.81771 -5.06742 0.19773
H -1.06453 -4.69415 0.08371
H -2.11828 -3.95569 1.40204
H -2.90073 -2.86867 -3.22012
H -1.56297 -4.00509 -2.78050
H -3.28418 -4.47048 -2.46992
H -0.55347 -2.18313 -0.92823
H -1.58112 -0.95297 -2.00728
*
```

No. 4
Density functional theory data (ωB97M-V with the def2-TZVPD basis set) for a structure of composition C14H25KN6O7P2S2 in a non-equilibrium geometry.

Results
Largest force on an atom (hartree/bohr): 0.073
DFT total energy (eV): -94779.8610
Lowest unoccupied orbital energy (eV): 4.2
ΔE to the lowest compared entry with this formula, charge and spin (kcal per mole): 34.5

ORCA input file:
```
! RIJCOSX wB97M-V def2-TZVPD def2/J DEFGRID3
* xyz -2 1
K 1.38910 0.27900 -0.44570
C -1.14610 2.36290 2.48630
C 0.39220 2.41560 2.63250
N 0.94800 1.10650 2.41130
C 1.05620 0.21770 3.53290
C -0.25050 -0.44130 3.97080
S -1.16840 -1.34930 2.67520
C -2.70690 -0.37430 2.52700
C -2.67570 0.71280 1.44770
N -1.44460 1.43930 1.42730
H -1.53800 3.38640 2.30660
H -1.59890 2.00280 3.41640
H 0.65920 2.83650 3.62450
H 0.78170 3.07670 1.85470
H 1.86020 1.16750 1.98160
H 1.45330 0.73020 4.43510
H 1.76850 -0.55470 3.24340
H -0.94210 0.28310 4.39710
H -0.01870 -1.18580 4.73540
H -2.92500 0.03890 3.51300
H -3.47980 -1.10470 2.28280
H -3.56960 1.35950 1.60250
H -2.77150 0.23400 0.47140
H -1.28020 1.84490 0.51340
C -1.80490 -3.40110 -3.56830
C -0.90570 -2.47210 -2.77200
N -1.18930 -1.23340 -2.55570
N -2.35440 -0.78820 -3.06560
C -2.73640 0.44350 -2.82980
N -3.86170 0.81060 -3.56030
S -2.13710 1.65720 -1.82590
C 0.37440 -2.98140 -2.31220
C 0.59010 -4.35100 -2.07750
C 1.85070 -4.78110 -1.71890
C 2.87370 -3.85160 -1.60390
C 2.56290 -2.51440 -1.82440
N 1.36660 -2.09880 -2.17250
H -2.76750 -2.91290 -3.69760
H -1.95260 -4.36030 -3.07690
H -1.36330 -3.57950 -4.55070
H -4.41590 0.04710 -3.91870
H -4.36550 1.58320 -3.15640
H -0.21960 -5.06270 -2.14320
H 2.04630 -5.83060 -1.52630
H 3.87710 -4.15820 -1.34380
H 3.31420 -1.74380 -1.74360
O 4.88510 -1.81760 1.49780
P 3.91160 -0.51370 1.27870
O 4.07350 0.39620 2.45160
O 2.55210 -1.02970 0.93820
O 4.63440 0.09450 -0.02950
P 4.28490 1.63290 -0.60930
O 4.06450 2.45820 0.77520
O 5.50260 2.09260 -1.31170
O 2.97660 1.54460 -1.31880
H 4.67720 -2.36160 0.74210
H 4.09140 1.77620 1.47230
*
```

No. 5
Density functional theory data (ωB97M-V with the def2-TZVPD basis set) for a structure of composition C14H25MnN5S4 in a non-equilibrium geometry.

Results
Largest force on an atom (hartree/bohr): 0.052
DFT total energy (eV): -97008.8146
Lowest unoccupied orbital energy (alpha / beta) (eV): -13.1 / -10.3
ΔE to the lowest compared entry with this formula, charge and spin (kcal per mole): 0.0

ORCA input file:
```
! RIJCOSX wB97M-V def2-TZVPD def2/J DEFGRID3
* xyz 3 5
Mn -0.17583 0.05095 -0.09813
S -0.94591 2.39888 -0.20475
S -0.80677 -2.47763 -0.09041
C -2.76549 2.34225 -0.31244
C -0.46348 2.41424 -1.97779
C -0.82394 1.16142 -2.76486
N -0.17377 -0.06036 -2.23454
C -0.76551 -1.33294 -2.71186
C -0.34488 -2.53948 -1.87462
H 0.62152 2.60931 -1.99394
H -0.98855 3.29085 -2.36792
H -0.51257 1.28095 -3.80779
H -1.90507 0.99810 -2.74733
H -0.44022 -1.48694 -3.74791
H -1.85422 -1.22134 -2.69283
H 0.75276 -2.66029 -1.87432
H -0.82878 -3.46138 -2.22338
C -2.62846 -2.46938 -0.19136
H 0.81115 -0.05344 -2.52320
H -3.06450 -1.68590 -0.82340
H -3.03788 -2.35797 0.81866
H -2.92568 -3.44862 -0.57689
H -3.16716 2.29366 0.70748
H -3.17441 1.51992 -0.91146
H -3.07692 3.29180 -0.75708
C 5.34518 0.20444 -1.82573
C 5.46182 0.26284 -0.49173
H 5.31858 1.10026 -2.43182
H 5.36962 -0.73747 -2.35751
H 5.63544 1.20709 0.00958
H 5.51124 -0.62455 0.12894
N -3.38724 -0.20029 1.74799
C -2.19371 -0.28693 2.36099
N -1.00810 -0.10374 1.80840
C 0.05150 -0.36836 2.68645
C -0.40396 -0.72050 3.93444
S -2.13022 -0.77291 4.03424
C 1.37928 -0.06643 2.24593
C 2.51471 0.14148 2.97533
S 3.76150 0.95063 2.07391
C 2.68647 1.00944 0.71630
N 1.54378 0.34717 0.91444
N 2.91710 1.78758 -0.35791
H -4.18606 -0.27905 2.36028
H -3.49439 0.05249 0.77649
H 0.27512 -0.89334 4.74791
H 2.58987 -0.14073 4.01575
H 3.81234 2.27211 -0.40045
H 2.40923 1.61410 -1.20230
*
```